w:
DFT (wB97M-V/def2-TZVPD) results for a single C2H3ClN2O molecule.

Calculated values
Spin multiplicity ... 1
Structure (SMILES) ... COC1=NN1Cl
HOMO level ... -9.1143 eV
Frontier orbital gap ... 8.8 eV

Geometry (Å):
C (-1.389, 0.223, 0.053)
O (-0.603, -0.954, -0.210)
C (0.657, -0.857, 0.001)
N (1.809, -1.349, 0.074)
N (1.658, 0.059, 0.332)
Cl (2.606, 1.447, -0.685)
H (-0.674, 1.102, 0.035)
H (-1.850, 0.084, 1.088)
H (-2.214, 0.244, -0.688)


x:
DFT (wB97M-V/def2-TZVPD) results for 2 unconnected molecules or ions with the total composition C2H3ClN2O.

Calculated values
Spin multiplicity ... 1
Structure (SMILES) ... C#[N+][O-].[H]/N=C\Cl
HOMO level ... -10.2110 eV
Frontier orbital gap ... 10.8 eV

Geometry (Å):
C (-1.138, 0.811, 0.532)
N (-2.214, 0.527, 0.211)
O (-3.132, 0.160, -0.395)
H (-0.586, 0.927, 1.408)
H (2.635, 0.051, 0.443)
N (1.957, 0.382, -0.231)
C (1.145, -0.477, -0.600)
Cl (0.742, -1.977, 0.164)
H (0.592, -0.404, -1.533)


Stability order, top to bottom: x, w


w:
DFT (wB97M-V/def2-TZVPD) results for a single C2H6N4O2 molecule.

Calculated values
Spin multiplicity ... 1
Structure (SMILES) ... NNC(=O)NC(N)=O
HOMO level ... -9.7748 eV
Frontier orbital gap ... 10.1 eV

Geometry (Å):
N (0.306, -1.641, 2.327)
N (0.258, -0.670, 1.280)
C (0.282, -1.127, -0.084)
O (0.240, -2.285, -0.583)
N (0.408, 0.057, -0.846)
C (-0.033, 1.392, -0.611)
N (-0.535, 2.064, -1.687)
O (0.016, 1.978, 0.487)
H (-0.264, -2.450, 2.097)
H (1.309, -1.982, 2.226)
H (-0.026, 0.394, 1.397)
H (0.026, -0.260, -1.802)
H (-0.932, 1.572, -2.597)
H (-1.054, 2.958, -1.604)


x:
DFT (wB97M-V/def2-TZVPD) results for a single C2H6N4O2 molecule.

Calculated values
Spin multiplicity ... 1
Structure (SMILES) ... [H]/N=C/NO/C(=N/[H])NO
HOMO level ... -9.5193 eV
Frontier orbital gap ... 10.3 eV

Geometry (Å):
H (-1.450, -3.031, -1.999)
N (-0.996, -2.164, -2.011)
C (-0.851, -1.323, -1.089)
N (-0.251, -0.068, -1.407)
O (-0.250, 0.808, -0.388)
C (0.675, 0.509, 0.585)
N (1.580, -0.366, 0.481)
H (2.361, -0.328, 1.144)
N (0.056, 1.274, 1.659)
O (-0.060, 2.639, 1.413)
H (-1.032, -1.634, -0.062)
H (0.713, -0.141, -1.808)
H (0.369, 1.190, 2.623)
H (-0.863, 2.635, 0.858)


Stability order, top to bottom: w, x


w:
DFT (wB97M-V/def2-TZVPD) results for a single C2H3N3OS2 molecule.

Calculated values
Spin multiplicity ... 1
Structure (SMILES) ... Oc1nnc(S)n1S
HOMO level ... -8.7724 eV
Frontier orbital gap ... 8.8 eV

Geometry (Å):
O (0.958, 2.452, 0.087)
C (0.074, 1.516, -0.261)
N (-0.948, 1.562, -1.049)
N (-1.457, 0.280, -1.146)
C (-0.726, -0.563, -0.469)
S (-0.918, -2.223, -0.278)
N (0.288, 0.214, 0.178)
S (1.562, -0.264, 1.258)
H (1.740, 2.099, 0.470)
H (-2.117, -2.276, -0.826)
H (1.128, 0.247, 2.474)


x:
DFT (wB97M-V/def2-TZVPD) results for a single C2H3N3OS2 molecule.

Calculated values
Spin multiplicity ... 1
HOMO level (spin up / spin down) ... -8.6488 / -8.6490 eV
Frontier orbital gap (spin up / spin down) ... 8.4 / 8.4 eV

Geometry (Å):
C (-1.836, -1.003, -0.251)
C (0.243, 0.113, 0.801)
N (-2.142, 0.166, 0.105)
N (-2.382, 1.197, 0.504)
N (1.643, 1.097, -0.473)
O (2.550, -0.993, 0.478)
S (-0.286, -1.419, 0.477)
S (1.996, 0.267, 0.983)
H (-2.521, -1.658, -0.743)
H (2.023, 0.742, -1.343)
H (0.712, 1.491, -0.539)


Stability order, top to bottom: w, x


w:
DFT (wB97M-V/def2-TZVPD) results for 9 unconnected molecules or ions with the total composition C4H23NO10.

Calculated values
Spin multiplicity ... 1
Structure (SMILES) ... NC(=O)CCC=O.O.O.O.O.O.O.O.O
HOMO level ... -9.8981 eV
Frontier orbital gap ... 9.9 eV

Geometry (Å):
N (-0.771, -1.070, 2.636)
C (-0.212, 0.164, 2.612)
O (0.976, 0.327, 2.887)
C (-1.019, 1.341, 2.141)
C (-0.933, 1.334, 0.619)
C (-1.514, 2.556, 0.002)
O (-1.573, 2.695, -1.200)
H (-1.494, -1.415, 2.011)
H (-0.335, -1.787, 3.189)
H (-0.594, 2.295, 2.501)
H (-2.044, 1.378, 2.481)
H (-1.168, 0.420, 0.080)
H (0.147, 1.355, 0.349)
H (-1.662, 3.486, 0.585)
O (-3.566, 0.718, -0.474)
H (-3.114, 0.960, -1.287)
H (-3.202, -0.113, -0.149)
O (-0.517, -2.349, -1.894)
H (-0.654, -1.380, -2.011)
H (0.437, -2.506, -1.910)
O (-2.320, -2.043, 0.294)
H (-1.597, -1.940, -0.346)
H (-2.824, -2.851, 0.293)
O (3.384, -1.553, 0.888)
H (3.170, -1.645, 1.824)
H (3.464, -0.568, 0.728)
O (-0.758, 0.262, -2.348)
H (-1.040, 0.459, -3.253)
H (0.106, 0.692, -2.196)
O (2.287, -1.656, -1.673)
H (3.230, -1.700, -1.899)
H (2.379, -1.789, -0.700)
O (1.663, 1.076, -2.979)
H (2.000, 1.696, -2.320)
H (2.092, 0.221, -2.842)
O (2.887, 0.964, 1.159)
H (2.474, 1.307, 0.369)
H (2.218, 0.659, 1.832)


x:
DFT (wB97M-V/def2-TZVPD) results for 9 unconnected molecules or ions with the total composition C4H23NO10.

Calculated values
Spin multiplicity ... 1
Structure (SMILES) ... CCC(=O)NC=O.O.O.O.O.O.O.O.O
HOMO level ... -10.5937 eV
Frontier orbital gap ... 10.7 eV

Geometry (Å):
C (-1.925, 1.452, -1.537)
C (-1.343, 0.345, -2.468)
C (-0.849, -0.861, -1.746)
O (-1.362, -1.956, -1.827)
N (0.368, -0.808, -1.074)
C (1.227, 0.277, -0.898)
O (2.137, 0.160, -0.117)
H (-1.979, 2.418, -2.045)
H (-2.867, 1.056, -1.183)
H (-1.229, 1.754, -0.757)
H (-2.171, 0.063, -3.109)
H (-0.594, 0.861, -3.062)
H (0.650, -1.657, -0.596)
H (1.013, 1.141, -1.531)
O (1.732, -3.698, 0.335)
H (2.034, -3.976, 1.188)
H (2.494, -3.470, -0.196)
O (0.587, 1.795, 1.787)
H (0.189, 1.989, 2.633)
H (1.158, 1.005, 1.921)
O (-2.631, 0.369, 2.342)
H (-2.042, -0.253, 1.841)
H (-2.612, -0.031, 3.232)
O (1.582, -0.615, 2.260)
H (2.241, -0.738, 1.576)
H (0.750, -1.026, 1.897)
O (-1.108, -3.842, 0.142)
H (-1.299, -3.303, -0.652)
H (-0.146, -4.069, 0.072)
O (1.641, 3.488, -2.282)
H (2.599, 3.363, -2.169)
H (1.310, 3.557, -1.353)
O (0.975, 4.090, 0.247)
H (1.739, 4.523, 0.651)
H (0.820, 3.288, 0.813)
O (-0.810, -1.922, 1.815)
H (-0.999, -2.688, 1.197)
H (-1.280, -2.082, 2.649)


Stability order, top to bottom: x, w


w:
DFT (wB97M-V/def2-TZVPD) results for a single C9H11N3 molecule.

Calculated values
Spin multiplicity ... 1
Structure (SMILES) ... C=C/C=C\C=C(/C)n1nccn1
HOMO level ... -7.9003 eV
Frontier orbital gap ... 8.0 eV

Geometry (Å):
C (-1.977, 1.983, 0.618)
C (-1.133, 2.495, -0.308)
C (-0.918, 1.991, -1.585)
C (-0.890, 0.732, -1.983)
C (-0.474, -0.378, -1.220)
C (0.436, -0.284, -0.209)
C (1.200, 0.875, 0.295)
N (0.589, -1.491, 0.505)
N (1.104, -1.521, 1.689)
C (1.441, -2.752, 1.924)
C (1.022, -3.522, 0.821)
N (0.463, -2.653, -0.026)
H (-2.298, 1.047, 0.221)
H (-2.304, 2.294, 1.594)
H (-0.508, 3.451, -0.055)
H (-1.116, 2.699, -2.454)
H (-1.187, 0.596, -3.033)
H (-0.657, -1.408, -1.528)
H (2.317, 0.820, 0.213)
H (0.995, 0.848, 1.305)
H (0.902, 1.741, -0.150)
H (1.904, -2.980, 2.860)
H (1.088, -4.582, 0.506)


x:
DFT (wB97M-V/def2-TZVPD) results for a single C9H11N3 molecule.

Calculated values
Spin multiplicity ... 1
Structure (SMILES) ... C[C@H]1NC(N)=Nc2ccccc21
HOMO level ... -7.6210 eV
Frontier orbital gap ... 8.4 eV

Geometry (Å):
C (-0.680, 2.728, -0.338)
C (-0.696, 1.374, 0.421)
N (-1.864, 0.589, -0.008)
C (-1.849, -0.785, -0.014)
N (-3.122, -1.342, -0.058)
N (-0.809, -1.558, 0.012)
C (0.446, -0.909, 0.123)
C (1.618, -1.697, -0.002)
C (2.846, -1.083, -0.078)
C (2.951, 0.302, -0.116)
C (1.801, 1.068, 0.081)
C (0.551, 0.512, 0.190)
H (-0.411, 2.641, -1.415)
H (0.044, 3.375, 0.180)
H (-1.710, 3.175, -0.290)
H (-0.812, 1.582, 1.520)
H (-2.727, 1.055, 0.196)
H (-3.761, -0.827, -0.601)
H (-3.100, -2.346, -0.298)
H (1.519, -2.759, -0.152)
H (3.755, -1.651, -0.290)
H (3.913, 0.750, -0.263)
H (1.928, 2.130, 0.187)


Stability order, top to bottom: x, w